No. 1
{
  "formula": "C16H28InN2O3Te",
  "method": "ωB97M-V/def2-TZVPD",
  "e_homo_ev": -11.67,
  "charge": 1,
  "relative_energy_kj_mol": 0.0,
  "symbols": ["In", "C", "C", "C", "O", "C", "O", "O", "H", "H", "H", "H", "H", "H", "H", "C", "N", "C", "C", "C", "N", "C", "C", "H", "H", "H", "H", "H", "H", "H", "H", "H", "H", "H", "H", "H", "H", "H", "H", "Te", "C", "C", "C", "C", "C", "C", "H", "H", "H", "H", "H"],
  "xyz": [[0.487072, -0.805501, -0.373217], [-3.168901, -0.913491, 0.868639], [-2.018422, -0.109741, 1.456271], [-2.498083, 0.965411, 2.408535], [-1.261753, 0.525700, 0.373361], [-1.048704, -1.086500, 2.147523], [-1.175419, -1.339215, 3.316809], [-0.149869, -1.659924, 1.371830], [-3.866681, -0.252467, 0.350935], [-3.704711, -1.416285, 1.672697], [-2.807814, -1.668221, 0.167711], [-3.191038, 1.634328, 1.895680], [-1.662640, 1.550662, 2.791666], [-3.003240, 0.506888, 3.255220], [-1.879286, 0.847899, -0.304320], [2.962543, -2.368601, -1.524562], [2.394756, -2.151273, -0.179180], [2.103240, -3.463288, 0.437785], [3.335691, -1.385668, 0.666987], [3.278950, 0.103925, 0.363915], [1.935912, 0.677172, 0.603940], [1.847608, 2.016322, -0.014456], [1.660214, 0.795469, 2.052853], [3.861698, -2.987831, -1.464071], [3.218604, -1.419046, -1.992203], [2.229354, -2.875523, -2.151708], [3.025826, -4.042756, 0.534941], [1.411634, -4.014998, -0.198382], [1.640988, -3.318703, 1.409683], [4.358538, -1.739027, 0.499227], [3.094819, -1.581873, 1.710928], [3.529559, 0.282712, -0.683490], [4.021349, 0.633130, 0.969357], [2.588914, 2.688026, 0.426112], [0.850790, 2.421919, 0.149688], [2.030697, 1.935405, -1.085914], [2.432196, 1.408139, 2.526077], [1.622422, -0.182058, 2.526591], [0.692627, 1.273775, 2.192390], [0.115355, -0.513471, -3.007954], [-1.461540, 0.871990, -2.679620], [-1.185782, 2.223999, -2.492851], [-2.217321, 3.113532, -2.223927], [-3.527449, 2.658402, -2.144076], [-3.805572, 1.313834, -2.349399], [-2.776284, 0.418347, -2.617733], [-0.168240, 2.586719, -2.563588], [-1.996598, 4.163134, -2.081632], [-4.331195, 3.351681, -1.935857], [-4.826621, 0.957233, -2.306677], [-2.998194, -0.630289, -2.772536]],
  "atomic_forces_ev_per_a": [[0.1, 0.1, 0.0], [0.0, 0.0, 0.0], [0.0, 0.1, 0.0], [0.0, 0.0, 0.0], [-0.1, 0.0, 0.0], [-0.1, -0.1, 0.0], [0.0, 0.0, 0.0], [0.0, 0.0, 0.0], [0.0, 0.0, 0.0], [0.0, 0.0, 0.0], [0.0, 0.0, 0.0], [0.0, 0.0, 0.0], [0.0, 0.0, 0.0], [0.0, 0.0, 0.0], [0.1, 0.0, 0.0], [0.0, 0.0, 0.0], [0.0, 0.0, -0.1], [0.0, 0.0, 0.0], [0.1, 0.1, -0.1], [0.0, 0.0, 0.0], [0.0, 0.0, 0.0], [0.0, -0.1, 0.0], [0.0, 0.0, 0.0], [0.0, 0.0, 0.0], [0.0, 0.0, 0.0], [0.0, 0.0, 0.0], [0.0, 0.0, 0.0], [0.0, 0.0, 0.0], [0.0, 0.0, 0.0], [0.0, 0.0, 0.0], [-0.1, 0.0, 0.0], [0.0, 0.0, 0.0], [0.0, 0.0, 0.0], [0.0, 0.0, 0.0], [0.0, 0.0, 0.0], [0.0, 0.0, 0.0], [0.0, 0.0, 0.0], [0.0, 0.0, 0.0], [0.0, 0.0, 0.0], [0.0, 0.0, 0.0], [0.0, 0.0, 0.0], [0.0, 0.0, 0.0], [0.0, 0.0, 0.0], [0.0, 0.0, 0.0], [0.0, 0.0, 0.0], [0.0, 0.0, 0.0], [0.0, 0.0, 0.0], [0.0, 0.0, 0.0], [0.0, 0.0, 0.0], [0.0, 0.0, 0.0], [0.0, 0.0, 0.0]],
  "nbo_charge": [1.544, -0.632, 0.148, -0.620, -0.783, 0.773, -0.574, -0.893, 0.220, 0.252, 0.221, 0.215, 0.218, 0.254, 0.527, -0.430, -0.515, -0.424, -0.247, -0.243, -0.529, -0.424, -0.432, 0.213, 0.214, 0.223, 0.203, 0.219, 0.246, 0.222, 0.230, 0.218, 0.224, 0.210, 0.228, 0.220, 0.209, 0.234, 0.225, 0.064, -0.288, -0.196, -0.220, -0.199, -0.208, -0.265, 0.214, 0.231, 0.233, 0.233, 0.234]
}

---

No. 2
{
  "formula": "C16H28MnN8O4Te",
  "method": "ωB97M-V/def2-TZVPD",
  "multiplicity": 6,
  "s2": 8.767,
  "e_homo_ev": [-6.17, -6.44],
  "charge": 0,
  "relative_energy_kj_mol": 125.2,
  "symbols": ["Mn", "N", "N", "C", "N", "N", "N", "O", "O", "H", "H", "H", "H", "H", "C", "C", "C", "C", "C", "C", "Te", "C", "C", "C", "H", "H", "H", "H", "H", "H", "H", "H", "H", "H", "H", "C", "C", "N", "C", "C", "N", "C", "C", "H", "H", "H", "H", "H", "H", "H", "H", "H", "H", "H", "H", "O", "N", "O"],
  "xyz": [[0.647830, -0.647541, 1.148993], [1.251609, -1.326923, 4.552153], [0.440206, -2.456874, 4.745703], [-0.363601, -2.833789, 3.712514], [-1.035492, -3.988409, 3.849383], [-0.398594, -2.061430, 2.638211], [-1.327797, -2.227451, 1.684392], [-1.152902, -1.422844, 0.730928], [-2.264748, -3.018831, 1.702148], [2.096964, -1.561141, 4.038297], [1.480323, -0.938867, 5.455583], [0.854490, -3.241428, 5.232752], [-1.176740, -4.350607, 4.778767], [-1.781787, -4.100808, 3.170542], [0.388803, 0.158926, -6.803835], [0.656065, -0.191649, -5.364777], [1.746600, 0.324539, -4.682938], [2.035226, -0.039964, -3.370856], [3.242231, 0.564424, -2.702379], [1.210746, -0.964942, -2.718606], [1.853966, -1.776312, -0.844006], [0.066244, -1.452869, -3.372670], [-0.878930, -2.423102, -2.720854], [-0.185741, -1.059668, -4.682682], [1.086186, 0.915718, -7.161335], [-0.627636, 0.533778, -6.934626], [0.496640, -0.727104, -7.432960], [2.404447, 1.024663, -5.188387], [3.617552, 1.406258, -3.285424], [4.040199, -0.174555, -2.609301], [2.999817, 0.910699, -1.697677], [-1.045842, -2.178391, -1.676660], [-0.468941, -3.435170, -2.757628], [-1.841348, -2.421761, -3.235910], [-1.058619, -1.462090, -5.188658], [0.273752, 2.460063, 1.962150], [-0.581531, 3.751219, 2.037366], [-1.961219, 3.457537, 1.663941], [-1.993171, 2.983058, 0.283389], [-1.104881, 1.717160, 0.131328], [-0.550246, 1.345204, 1.450851], [-1.673343, 1.116268, 2.382533], [-2.484147, 2.427897, 2.554431], [0.657401, 2.171227, 2.940750], [1.127423, 2.583930, 1.299280], [-0.200038, 4.515556, 1.358466], [-0.577851, 4.167439, 3.046504], [-1.636513, 3.788773, -0.359757], [-3.030383, 2.773163, 0.016537], [-0.270338, 1.890432, -0.550938], [-1.681257, 0.869465, -0.241892], [-1.262537, 0.764011, 3.331482], [-2.302453, 0.331174, 1.963059], [-2.418074, 2.802956, 3.577431], [-3.539098, 2.271278, 2.322373], [2.855228, -1.563328, 2.040756], [3.149158, -0.361110, 2.082143], [2.196694, 0.382163, 1.699622]],
  "atomic_forces_ev_per_a": [[0.5, 0.5, -0.1], [0.0, 0.1, 0.1], [0.1, -0.2, -0.7], [-0.2, -0.5, 0.5], [-0.1, 0.5, -0.1], [0.3, 0.4, 0.1], [-1.1, 0.3, -1.0], [-1.8, -1.5, 0.7], [0.6, 0.1, 0.2], [0.0, 0.0, -0.1], [-0.1, 0.0, 0.0], [0.0, 0.0, 0.1], [0.1, 0.0, 0.0], [0.0, -0.2, 0.1], [0.0, 0.0, 0.1], [0.0, 0.0, 0.0], [0.0, 0.0, -0.1], [0.0, 0.0, 0.1], [0.0, 0.0, -0.1], [-0.2, -0.2, 0.1], [0.4, -0.5, -1.1], [0.2, 0.1, 0.0], [0.0, 0.0, -0.1], [0.0, 0.0, 0.0], [0.0, 0.0, 0.0], [0.0, 0.0, 0.0], [0.0, 0.0, -0.1], [0.0, 0.0, 0.0], [0.0, 0.0, 0.0], [0.0, 0.0, 0.1], [0.1, 0.0, 0.0], [0.0, 0.0, 0.1], [0.0, 0.0, 0.1], [0.0, 0.0, 0.0], [0.0, 0.0, 0.0], [0.0, 0.2, 0.0], [0.0, -0.1, 0.0], [-0.1, 0.2, 0.0], [0.1, -0.1, 0.0], [-0.1, 0.1, 0.0], [-0.1, -0.1, 0.0], [-0.1, 0.1, 0.0], [0.1, 0.0, -0.1], [0.0, 0.0, 0.0], [0.0, -0.1, 0.0], [0.0, 0.0, 0.0], [0.0, 0.0, 0.0], [0.0, 0.0, 0.0], [0.0, 0.0, 0.0], [0.0, -0.1, 0.0], [0.0, 0.0, -0.1], [0.0, 0.0, 0.0], [0.0, 0.0, 0.0], [0.0, 0.0, 0.0], [0.0, 0.0, 0.0], [0.0, 0.0, 0.5], [0.1, -0.2, -0.1], [1.4, 1.2, 1.0]],
  "nbo_charge": [1.241, -0.650, -0.410, 0.653, -0.770, -0.509, 0.620, -0.455, -0.396, 0.390, 0.371, 0.382, 0.407, 0.442, -0.623, -0.021, -0.250, 0.057, -0.650, -0.267, -0.281, -0.028, -0.634, -0.228, 0.210, 0.212, 0.215, 0.195, 0.202, 0.228, 0.222, 0.222, 0.224, 0.203, 0.195, -0.249, -0.250, -0.413, -0.247, -0.261, -0.520, -0.259, -0.246, 0.209, 0.226, 0.204, 0.200, 0.207, 0.202, 0.218, 0.213, 0.205, 0.202, 0.200, 0.203, -0.512, 0.369, -0.623]
}

---

no.,DFT total energy (eV)
1,-38632.2924
2,-75765.1941